{"formula": "C4H5N3", "method": "ωB97M-V with the def2-TZVPD basis set", "species": ["N", "N", "N", "C", "C", "C", "C", "H", "H", "H", "H", "H"], "xyz": [[0.137, 1.163, -0.061], [-1.703, -0.191, 0.306], [2.347, -1.102, 1.162], [-1.212, -1.206, -0.364], [0.833, 0.040, -0.624], [1.742, -0.577, 0.323], [-1.168, 0.969, 0.374], [-0.181, -0.789, -1.025], [-1.681, 1.820, 0.809], [1.248, 0.202, -1.618], [0.681, 1.805, 0.502], [-1.020, -2.090, 0.260]], "de_lowest_kcal_mol": 108.39, "fmax_ha_per_bohr": 0.0215, "orbital_gap_ha": 0.2932}